DFT (ωB97M-V/def2-TZVPD) results for an isolated molecule of C17H18N4O2S2.

Cartesian coordinates (Å):
S 0.2320 2.5294 -0.7369
S -1.4564 -1.9171 0.0840
O 2.9376 -0.5525 -0.8711
O 1.8064 0.2604 3.0607
N 2.6066 0.5015 1.0264
N 0.4016 0.3194 1.2684
N -0.7728 -4.3441 -2.2217
N -2.2892 5.1689 0.3104
C -0.2517 6.0049 2.0432
C -2.2341 6.4331 0.7874
C 1.3797 -5.6688 -1.2067
C -0.5701 -4.3308 -0.8733
C -0.0200 0.7863 -1.1346
C 0.5820 -4.9190 -0.3485
C -1.6061 -3.7282 0.0304
C 1.0880 -5.7918 -2.5566
C 2.1547 0.0294 -0.1572
C -0.2983 4.6944 1.5858
C -1.3572 2.9399 0.0799
C -0.0129 -5.0664 -3.0507
C -1.3114 4.3040 0.7107
C 0.6345 -0.1406 -0.1327
C 1.5794 0.5085 1.9072
C 0.3320 -1.6321 -0.3416
C -1.2221 6.8740 1.6050
H -0.2444 -0.1387 1.8889
H -3.0104 7.1108 0.4933
H 3.4929 0.1575 1.3524
H 0.4524 3.9508 1.8049
H -2.5795 -3.9718 -0.3874
H 2.2264 -6.1850 -0.7954
H -2.0997 2.9374 -0.6881
H 0.4588 0.6075 -2.1012
H -1.5813 2.2180 0.8407
H -0.2270 -5.1530 -4.0893
H 0.5478 -1.9134 -1.3775
H 0.5650 6.3308 2.7561
H -1.4959 -4.1509 1.0295
H 0.9649 -2.2556 0.3089
H 0.8656 -4.8921 0.7006
H -1.2194 7.8913 1.9099
H -1.1143 0.5619 -1.2380
H 1.6659 -6.3683 -3.2764

The maximum force comes out at 2.895 eV/Å. Its multiplicity is 1. Its energy above the lowest of the compared OMol25 structures with the same formula, charge and spin is 37.7 kJ/mol. As for the SMILES: O=C1NC(=O)C(CSCc2ccccn2)(CSCc2ccccn2)N1.